Record 1
Computed, not measured: a structure of composition C14H12N2O6V, with ωB97M-V/def2-TZVPD.

```
! wB97M-V def2-TZVPD RIJCOSX def2/J DEFGRID3
* xyz 1 3
V 0.984 -0.216 -0.209
C -1.962 2.162 -0.566
C -0.616 2.364 -1.159
N 0.428 1.568 -1.048
C 1.490 2.127 -1.766
C 1.058 3.294 -2.315
N -0.268 3.417 -1.916
C 1.783 4.278 -3.170
O 1.110 5.376 -3.602
O 2.918 4.111 -3.474
C 2.774 1.335 -1.753
O 3.791 1.639 -2.275
O 2.609 0.184 -1.029
H -1.987 1.230 -0.008
H -2.724 2.108 -1.344
H -2.214 2.975 0.115
H -0.904 4.162 -2.142
H 0.198 5.415 -3.308
C 0.426 -1.186 3.769
C 0.280 -1.309 2.293
O 0.722 -0.312 1.626
C -0.319 -2.443 1.658
C -0.811 -3.489 2.482
C -1.404 -4.595 1.943
C -1.520 -4.690 0.547
C -1.062 -3.702 -0.292
C -0.462 -2.571 0.252
O -0.071 -1.610 -0.611
H 0.959 -0.272 4.005
H 0.971 -2.043 4.169
H -0.556 -1.169 4.245
H -0.711 -3.407 3.555
H -1.775 -5.386 2.579
H -1.984 -5.568 0.115
H -1.151 -3.778 -1.366
*
```

Calculated values
Calculated total energy in Eh: -2045.5520

Atom charges from the Löwdin analysis, given in e for atoms 1 to 8: 1.21 0.03 -0.31 0.05 -0.06 -0.04 0.19 -0.44

=====

Record 2
Computed, not measured: a structure of composition C12H22BrN4Pt, with ωB97M-V/def2-TZVPD.

```
! wB97M-V def2-TZVPD RIJCOSX def2/J DEFGRID3
* xyz 3 1
Pt -0.862 -0.252 0.578
C -2.333 4.280 -2.418
C -2.747 3.063 -1.704
C -4.096 2.691 -1.564
C -4.439 1.587 -0.803
C -3.416 0.837 -0.241
Br -3.714 -0.738 0.784
N -2.115 1.138 -0.406
C -1.795 2.222 -1.105
H -2.786 5.164 -1.952
H -2.712 4.297 -3.446
H -1.256 4.405 -2.444
H -4.870 3.260 -2.064
H -5.471 1.299 -0.675
H -0.745 2.470 -1.177
N 1.422 -1.096 -1.396
C 2.511 -1.677 -0.529
C 3.085 -0.614 0.407
C 2.341 -0.384 1.729
N 1.154 0.483 1.582
C 1.970 -1.704 2.403
C 1.222 -2.672 1.487
N -0.180 -2.240 1.249
C 2.006 -2.924 0.197
H 0.614 -0.743 -0.796
H 1.072 -1.807 -2.050
H 1.798 -0.323 -1.963
H 3.305 -1.984 -1.217
H 3.201 0.330 -0.127
H 4.093 -0.939 0.668
H 3.044 0.137 2.397
H 1.449 1.384 1.200
H 0.793 0.677 2.521
H 1.389 -1.521 3.306
H 2.892 -2.191 2.718
H 1.175 -3.629 2.025
H -0.665 -2.269 2.156
H -0.655 -2.948 0.679
H 1.438 -3.558 -0.486
H 2.883 -3.511 0.475
*
```

Calculated values
Calculated total energy in Eh: -3381.7810

Atom charges from the Löwdin analysis, given in e for atoms 1 to 8: 0.97 -0.01 -0.20 0.07 -0.02 -0.69 0.95 -0.19

=====

Record 3
Computed, not measured: the molecule C3H4ClFS, with ωB97M-V/def2-TZVPD.

```
! wB97M-V def2-TZVPD RIJCOSX def2/J DEFGRID3
* xyz 0 1
C -0.266 -2.293 0.775
S -0.598 -1.504 -0.822
C -1.053 0.166 -0.147
C -0.175 1.116 0.207
F -0.534 2.352 0.620
Cl 1.535 0.941 -0.033
H 0.024 -3.269 0.481
H 0.478 -1.728 1.437
H -1.175 -2.546 1.314
H -2.091 0.502 -0.114
*
```

Calculated values
SMILES: CS/C=C(/F)Cl
Calculated total energy in Eh: -1074.9085

Atom charges from the Löwdin analysis, given in e for atoms 1 to 8: -0.43 0.77 -0.41 -0.79 0.00 0.68 0.00 0.07

=====

Record 4
Computed, not measured: a structure of composition C28H27F5IrN7S, with ωB97M-V/def2-TZVPD.

```
! wB97M-V def2-TZVPD RIJCOSX def2/J DEFGRID3
* xyz 2 5
Ir -1.564 0.250 -0.807
C 3.322 4.840 1.581
C 2.462 3.613 1.351
C 3.013 2.386 1.161
C 2.165 1.341 0.864
C 0.758 1.398 0.766
N 0.029 0.184 0.578
C 0.550 -1.037 1.015
C 1.124 -1.059 2.295
C 1.756 -2.165 2.764
C 2.281 -3.134 1.856
C 3.540 -3.902 2.231
C 1.676 -3.218 0.640
C 0.705 -2.260 0.259
N 0.111 -2.378 -0.977
C 0.437 -3.292 -1.995
C -0.546 -3.182 -2.969
C -1.493 -2.242 -2.499
N -1.098 -1.685 -1.340
C 0.206 2.698 0.931
C 1.083 3.787 1.133
N -1.188 2.859 0.941
C -1.933 3.952 1.407
C -3.198 3.851 0.920
C -3.246 2.675 0.189
N -2.081 1.976 0.279
H 4.346 4.619 1.197
H 3.419 4.992 2.645
H 2.974 5.718 0.988
H 4.112 2.307 1.287
H 2.692 0.427 0.500
H 1.057 -0.240 2.923
H 1.990 -2.131 3.823
H 3.342 -4.986 2.350
H 3.966 -3.652 3.215
H 4.406 -3.842 1.536
H 1.940 -4.124 0.026
H 1.239 -4.010 -1.898
H -0.647 -3.644 -3.912
H -2.440 -2.012 -2.982
H 0.671 4.807 1.114
H -1.480 4.730 1.962
H -4.024 4.470 1.271
H -4.050 2.252 -0.437
N -5.635 -2.843 0.790
C -4.441 -2.202 1.363
C -3.830 -1.363 0.289
N -2.591 -0.763 0.727
H -5.817 -3.817 1.108
H -5.499 -2.926 -0.239
H -6.473 -2.308 0.958
H -3.761 -3.026 1.664
H -4.702 -1.579 2.224
H -4.463 -0.531 -0.092
H -3.557 -1.911 -0.595
H -2.025 -1.410 1.224
H -2.798 0.034 1.295
F 4.569 0.739 -3.959
C 3.328 0.852 -3.443
C 2.418 -0.150 -3.705
F 2.723 -1.395 -4.163
C 1.045 0.162 -3.694
F 0.237 -0.775 -4.282
C 0.561 1.282 -3.081
S -1.098 1.414 -2.618
C 1.548 2.241 -2.620
F 1.131 3.351 -2.017
C 2.890 2.060 -2.887
F 3.856 2.927 -2.429
*
```

Calculated values
Calculated total energy in Eh: -2467.5418

Atom charges from the Löwdin analysis, given in e for atoms 1 to 8: 1.02 -0.02 -0.26 -0.03 -0.01 -0.19 -0.02 -0.22

=====

In the order shown, the computed relative energy (zero: lowest compared OMol25 entry of this formula, charge and spin) values come out to 100.9, 70.2, 81.8, 0.0 kJ/mol.